Record 1
{"formula": "C25H35N4O7W", "method": "the ωB97M-V functional and the def2-TZVPD basis", "symbols": ["W", "C", "N", "C", "C", "C", "N", "C", "C", "C", "C", "C", "C", "C", "O", "C", "C", "C", "N", "C", "C", "C", "C", "C", "C", "C", "O", "H", "H", "H", "H", "H", "H", "H", "H", "H", "H", "H", "H", "H", "H", "H", "H", "H", "H", "H", "H", "H", "H", "H", "H", "H", "C", "O", "C", "C", "O", "C", "H", "H", "H", "H", "H", "H", "H", "H", "H", "H", "O", "N", "O", "O"], "xyz": [[0.67, 0.36, -0.34], [-1.61, 1.73, 2.12], [-0.61, 2.40, 1.29], [0.29, 3.17, 2.17], [1.69, 3.22, 1.62], [2.42, 1.92, 1.82], [1.73, 0.62, 1.47], [2.22, -0.34, 2.21], [2.44, -1.69, 1.85], [3.00, -2.59, 2.78], [3.47, -3.81, 2.36], [3.45, -4.11, 0.99], [2.93, -3.25, 0.06], [2.37, -2.03, 0.50], [1.80, -1.23, -0.37], [-1.31, 3.31, 0.36], [-0.45, 4.11, -0.62], [0.43, 3.28, -1.57], [-0.11, 1.91, -1.57], [-1.06, 1.68, -2.42], [-2.13, 0.75, -2.23], [-3.20, 0.70, -3.15], [-4.36, 0.05, -2.83], [-4.49, -0.53, -1.56], [-3.47, -0.51, -0.64], [-2.25, 0.09, -1.00], [-1.23, 0.06, -0.16], [-2.11, 2.44, 2.79], [-1.13, 0.95, 2.71], [-2.37, 1.26, 1.49], [0.30, 2.68, 3.15], [-0.12, 4.17, 2.33], [2.27, 3.98, 2.15], [1.70, 3.51, 0.58], [2.71, 1.84, 2.87], [3.34, 1.91, 1.24], [2.66, -0.05, 3.17], [3.06, -2.31, 3.83], [3.90, -4.51, 3.07], [3.86, -5.06, 0.65], [2.92, -3.48, -0.99], [-1.89, 4.03, 0.96], [-2.04, 2.72, -0.19], [0.16, 4.85, -0.10], [-1.16, 4.69, -1.22], [1.47, 3.25, -1.29], [0.38, 3.68, -2.59], [-1.15, 2.34, -3.29], [-3.10, 1.22, -4.10], [-5.18, 0.01, -3.53], [-5.42, -1.02, -1.29], [-3.57, -0.96, 0.34], [-0.82, -2.34, 2.44], [-0.35, -2.26, 1.12], [-1.11, -3.10, 0.26], [-0.52, -3.26, -1.12], [-0.61, -2.08, -1.90], [-0.50, -2.36, -3.28], [-1.86, -2.02, 2.51], [-0.21, -1.68, 3.06], [-0.73, -3.36, 2.83], [-2.13, -2.73, 0.18], [-1.15, -4.11, 0.70], [-1.09, -4.06, -1.60], [0.53, -3.59, -1.06], [-1.33, -2.99, -3.62], [0.45, -2.85, -3.51], [-0.53, -1.40, -3.81], [3.43, 0.86, -3.03], [2.49, 0.69, -2.33], [1.49, 0.00, -2.62], [2.44, 1.24, -1.13]], "charge": 1, "de_lowest_kcal_mol": 31.98, "orbital_gap_ev": [6.8299, 6.8502]}

=====

Record 2
{"formula": "C5H14O2", "method": "the ωB97M-V functional and the def2-TZVPD basis", "symbols": ["C", "C", "C", "C", "C", "H", "H", "H", "H", "H", "H", "H", "H", "H", "H", "H", "H", "O", "H", "H", "O"], "xyz": [[-1.54, 0.74, -1.58], [-0.81, 0.94, -0.26], [-0.86, -0.25, 0.69], [-1.64, -1.31, 0.48], [-0.11, -0.05, 1.97], [-1.09, -0.06, -2.17], [-2.59, 0.47, -1.44], [-1.55, 1.66, -2.15], [0.26, 1.06, -0.50], [-1.20, 1.82, 0.24], [-1.69, -2.15, 1.17], [-2.17, -1.45, -0.45], [-0.44, 0.80, 2.56], [-0.14, -0.96, 2.58], [0.95, 0.10, 1.74], [3.84, 0.08, -0.19], [3.49, 1.58, -0.11], [3.13, 0.70, 0.03], [0.84, -1.72, -0.56], [1.72, -0.53, -0.93], [1.59, -1.47, -1.12]], "de_lowest_kcal_mol": 6.54, "smiles": "C=C(C)CC.O.O", "orbital_gap_ev": 10.0379}

=====

Record 3
{"formula": "C3H10NO3", "method": "the ωB97M-V functional and the def2-TZVPD basis", "symbols": ["C", "C", "C", "O", "O", "N", "H", "H", "H", "H", "H", "H", "H", "H", "H", "H", "O"], "xyz": [[-0.27, 0.59, 1.35], [-0.07, -0.79, 0.64], [0.04, -0.69, -0.86], [0.97, -1.40, -1.39], [-0.91, -0.18, -1.50], [-1.35, 0.51, 2.43], [0.61, 0.98, 1.86], [-0.58, 1.29, 0.58], [-0.85, -1.55, 0.78], [0.86, -1.20, 1.03], [0.97, -1.46, -2.37], [-0.90, 0.68, 3.34], [-1.69, -0.44, 2.63], [-2.15, 1.14, 2.34], [1.36, 1.55, -2.04], [2.22, 1.77, -0.84], [1.38, 1.38, -1.10]], "spin_multiplicity": 2, "charge": 2, "de_lowest_kcal_mol": 4.37, "orbital_gap_ev": [11.4451, 6.4492], "s_squared": 0.76}

=====

Record 4
{"formula": "C4H13N2O2", "method": "the ωB97M-V functional and the def2-TZVPD basis", "symbols": ["C", "N", "C", "O", "C", "N", "C", "H", "H", "H", "H", "H", "H", "H", "H", "H", "H", "H", "H", "H", "O"], "xyz": [[-0.18, 0.02, 0.70], [0.80, -0.42, -0.25], [1.44, -1.70, 0.04], [0.63, -2.80, -0.05], [-0.60, 1.46, 0.47], [-1.30, 1.68, -0.82], [-0.48, 2.22, -1.88], [-1.12, -0.55, 0.79], [0.28, 0.02, 1.68], [0.40, -0.47, -1.19], [2.28, -1.79, -0.68], [1.90, -1.60, 1.05], [-1.28, 1.81, 1.26], [0.27, 2.13, 0.45], [-1.75, 0.83, -1.13], [-1.10, 2.28, -2.78], [-0.11, 3.20, -1.61], [0.41, 1.62, -2.11], [-0.12, -2.83, 1.21], [0.18, -2.34, 2.66], [-0.53, -2.79, 2.19]], "charge": -1, "de_lowest_kcal_mol": 16.70, "orbital_gap_ev": 7.2140}

=====

Record 5
{"formula": "CH3N2O9P2", "method": "the ωB97M-V functional and the def2-TZVPD basis", "symbols": ["C", "N", "N", "O", "O", "O", "O", "O", "O", "O", "O", "O", "P", "P", "H", "H", "H"], "xyz": [[-0.64, 0.50, 0.46], [2.75, -2.77, -1.14], [2.88, -0.28, -1.01], [2.14, -0.02, 1.45], [2.78, -2.28, -2.25], [2.71, -3.98, -0.93], [1.95, 0.30, -1.48], [4.02, 0.00, -1.26], [4.07, -1.83, 0.97], [1.02, -1.31, 3.40], [-0.43, -0.53, 1.49], [1.44, -2.22, 0.94], [2.82, -1.63, 0.29], [1.03, -0.91, 2.01], [-0.27, 0.21, -0.44], [-0.09, 1.33, 0.77], [-1.72, 0.67, 0.39]], "charge": -1, "de_lowest_kcal_mol": 5.29, "orbital_gap_ev": 10.4733}

=====

Record 6
{"formula": "C31H21ClN4O3RuS", "method": "the ωB97M-V functional and the def2-TZVPD basis", "symbols": ["Ru", "Cl", "C", "C", "C", "C", "O", "C", "C", "N", "C", "C", "C", "C", "C", "C", "C", "C", "N", "C", "C", "H", "H", "H", "H", "H", "H", "H", "H", "H", "H", "O", "S", "O", "N", "C", "C", "C", "C", "C", "C", "C", "C", "N", "C", "C", "C", "C", "C", "C", "C", "H", "H", "H", "H", "H", "H", "H", "H", "H", "H", "H"], "xyz": [[-0.51, 0.21, 0.25], [0.28, 7.34, 1.64], [0.41, 5.64, 1.34], [1.68, 5.05, 1.19], [1.79, 3.72, 0.91], [0.66, 2.89, 0.77], [0.84, 1.65, 0.43], [-0.62, 3.47, 1.00], [-1.84, 2.75, 1.01], [-1.99, 1.47, 0.85], [-3.28, 0.87, 0.83], [-4.49, 1.48, 1.00], [-5.68, 0.74, 0.99], [-5.68, -0.62, 0.82], [-4.45, -1.29, 0.64], [-4.33, -2.69, 0.49], [-3.10, -3.25, 0.31], [-1.97, -2.43, 0.24], [-2.04, -1.12, 0.37], [-3.26, -0.53, 0.60], [-0.71, 4.87, 1.25], [2.57, 5.67, 1.28], [2.76, 3.26, 0.78], [-2.73, 3.34, 1.18], [-4.55, 2.55, 1.15], [-6.62, 1.25, 1.13], [-6.60, -1.18, 0.82], [-5.22, -3.31, 0.54], [-2.99, -4.32, 0.21], [-0.99, -2.85, 0.08], [-1.68, 5.33, 1.37], [-0.23, -1.90, -3.00], [0.24, -0.71, -2.36], [-0.71, 0.38, -2.16], [0.67, -0.98, -0.82], [1.50, -1.93, -0.28], [2.30, -2.83, -0.94], [3.06, -3.76, -0.20], [3.03, -3.79, 1.16], [2.22, -2.86, 1.86], [2.10, -2.82, 3.27], [1.29, -1.89, 3.86], [0.59, -0.98, 3.06], [0.67, -0.99, 1.75], [1.47, -1.92, 1.13], [1.67, -0.12, -3.18], [2.37, 0.94, -2.62], [3.51, 1.39, -3.27], [3.93, 0.79, -4.45], [3.21, -0.27, -5.00], [2.07, -0.74, -4.36], [2.32, -2.84, -2.02], [3.69, -4.46, -0.73], [3.60, -4.51, 1.72], [2.66, -3.53, 3.87], [1.18, -1.84, 4.94], [-0.04, -0.22, 3.50], [2.03, 1.39, -1.70], [4.08, 2.22, -2.86], [4.82, 1.14, -4.95], [3.54, -0.74, -5.91], [1.49, -1.56, -4.75]], "spin_multiplicity": 2, "charge": 1, "orbital_gap_ev": [6.8774, 6.3979], "s_squared": 0.76}

=====

Record 7
{"formula": "C7H16N4S", "method": "the ωB97M-V functional and the def2-TZVPD basis", "symbols": ["C", "C", "C", "C", "C", "C", "C", "N", "N", "N", "N", "S", "H", "H", "H", "H", "H", "H", "H", "H", "H", "H", "H", "H", "H", "H", "H", "H"], "xyz": [[1.28, -1.93, -0.31], [-1.51, 2.98, 2.02], [0.25, -0.45, 1.15], [0.85, -2.19, -2.85], [2.79, -3.50, -1.45], [-3.63, 3.74, 1.15], [1.37, -2.92, -1.44], [2.26, -1.70, 0.54], [0.19, -1.15, -0.02], [-2.62, 2.67, 1.47], [-0.94, 4.11, 2.08], [1.73, -0.70, 1.83], [-0.91, 2.06, 2.18], [1.27, -2.84, -3.58], [1.28, -1.16, -2.82], [-0.16, -2.15, -2.87], [3.56, -2.73, -1.84], [2.69, -4.43, -2.18], [3.17, -3.72, -0.51], [-3.26, 4.71, 1.56], [-3.73, 3.81, 0.07], [-4.68, 3.44, 1.48], [0.58, -3.65, -1.21], [3.07, -2.14, 0.34], [-0.77, -1.10, -0.57], [-2.84, 1.71, 1.21], [0.08, 4.23, 2.37], [-1.37, 5.00, 2.21]], "charge": 2, "de_lowest_kcal_mol": 38.18, "orbital_gap_ev": 10.3321}

=====

Record 8
{"formula": "C48H55IN8P2Ta", "method": "the ωB97M-V functional and the def2-TZVPD basis", "symbols": ["Ta", "C", "C", "C", "P", "C", "C", "C", "C", "C", "C", "C", "C", "C", "C", "N", "C", "C", "C", "C", "C", "C", "C", "P", "C", "C", "C", "C", "C", "C", "H", "H", "H", "H", "H", "H", "H", "H", "H", "H", "H", "H", "H", "H", "H", "H", "H", "H", "H", "H", "H", "H", "H", "H", "H", "H", "H", "H", "H", "H", "H", "H", "H", "H", "H", "H", "H", "H", "H", "H", "C", "C", "C", "C", "N", "C", "C", "C", "C", "C", "C", "N", "C", "C", "C", "C", "C", "N", "H", "H", "H", "H", "H", "H", "H", "H", "H", "H", "H", "I", "C", "C", "C", "C", "N", "C", "H", "H", "H", "H", "N", "C", "N", "C", "N"], "xyz": [[0.65, 0.04, -0.35], [0.34, -4.33, -1.27], [-1.01, -3.69, -1.52], [-2.22, -4.68, -1.39], [-1.13, -2.16, -0.47], [-1.80, -2.74, 1.20], [-1.13, -3.94, 1.87], [-3.28, -2.84, 1.35], [-2.52, -1.19, -1.16], [-3.72, -1.69, -1.53], [-4.86, -0.87, -1.84], [-6.26, -1.42, -2.12], [-4.66, 0.46, -1.67], [-3.43, 1.03, -1.38], [-2.36, 0.20, -1.12], [-1.13, 0.76, -0.82], [-0.92, 2.15, -0.86], [-1.05, 2.81, -2.09], [-0.68, 4.11, -2.16], [-0.27, 4.85, -1.02], [-0.07, 6.34, -1.15], [-0.10, 4.19, 0.23], [-0.35, 2.82, 0.26], [-0.11, 1.68, 1.60], [0.88, 2.41, 2.93], [1.45, 1.40, 3.95], [0.09, 3.60, 3.58], [-1.96, 1.35, 2.08], [-2.78, 2.66, 2.08], [-2.22, 0.64, 3.39], [0.55, -5.12, -1.93], [0.50, -4.63, -0.31], [1.14, -3.66, -1.55], [-1.01, -3.34, -2.53], [-2.61, -4.81, -0.36], [-1.82, -5.64, -1.71], [-3.01, -4.40, -2.03], [-1.57, -1.84, 1.76], [-1.79, -4.80, 1.64], [-1.22, -3.77, 2.94], [-0.13, -4.16, 1.56], [-3.68, -3.71, 0.79], [-3.90, -1.98, 1.03], [-3.54, -3.12, 2.40], [-3.94, -2.71, -1.50], [-6.17, -2.48, -2.40], [-6.72, -0.95, -3.02], [-7.02, -1.31, -1.34], [-5.46, 1.17, -1.72], [-3.45, 2.14, -1.32], [-1.37, 2.28, -2.93], [-0.79, 4.66, -3.09], [-1.03, 6.76, -1.24], [0.47, 6.57, -2.10], [0.45, 6.76, -0.29], [0.28, 4.87, 1.01], [1.81, 2.78, 2.40], [0.68, 0.78, 4.44], [2.05, 1.94, 4.73], [2.14, 0.71, 3.46], [-0.69, 3.11, 4.13], [-0.33, 4.33, 2.87], [0.84, 4.01, 4.29], [-2.29, 0.76, 1.28], [-2.59, 3.07, 3.08], [-3.81, 2.35, 2.07], [-2.57, 3.36, 1.28], [-1.63, 1.09, 4.15], [-1.99, -0.44, 3.38], [-3.26, 0.75, 3.75], [0.95, -2.08, 3.77], [1.86, -3.04, 3.44], [2.45, -3.18, 2.25], [2.21, -2.16, 1.36], [1.22, -1.24, 1.54], [0.58, -1.23, 2.74], [2.90, -2.07, 0.04], [4.07, -2.67, -0.16], [4.63, -2.71, -1.46], [3.77, -2.28, -2.48], [2.64, -1.59, -2.19], [2.13, -1.51, -0.93], [1.69, -1.19, -3.24], [1.86, -1.47, -4.60], [0.79, -1.14, -5.44], [-0.34, -0.59, -4.92], [-0.41, -0.29, -3.56], [0.56, -0.67, -2.74], [0.50, -2.08, 4.69], [2.02, -3.85, 4.15], [3.09, -4.00, 2.03], [-0.18, -0.50, 2.89], [4.63, -3.02, 0.67], [5.63, -3.08, -1.67], [4.07, -2.35, -3.49], [2.76, -1.99, -4.99], [0.89, -1.31, -6.51], [-1.21, -0.39, -5.53], [-1.33, 0.20, -3.10], [6.70, 0.09, 2.31], [5.15, 1.36, 1.59], [5.41, 2.63, 1.11], [4.33, 3.26, 0.50], [3.13, 2.58, 0.36], [2.85, 1.32, 0.79], [3.91, 0.76, 1.42], [6.33, 3.18, 1.24], [4.33, 4.25, 0.03], [2.28, 3.13, -0.08], [3.76, -0.27, 1.70], [3.11, 5.16, -1.85], [2.91, 4.18, -2.36], [2.45, 3.12, -3.00], [2.07, 2.15, -2.31], [1.85, 1.18, -1.65]], "charge": 3, "de_lowest_kcal_mol": 19.28, "orbital_gap_ev": 6.0809}

=====

no.,largest force on an atom (hartree/bohr)
1,0.025
2,0.023
3,0.030
4,0.031
5,0.062
6,0.049
7,0.109
8,0.075